{"formula": "C24H43NO2P2Pt", "method": "ωB97M-V with the def2-TZVPD basis set", "charge": 2, "homo_ev": [-12.8, -13.9], "e_lumo_ev": [-6.6, -8.9], "energy_ha": -1946.7210, "s_squared": 6.018, "de_lowest_kj_mol": 0.0, "spin_multiplicity": 5, "symbols": ["Pt", "C", "C", "C", "C", "C", "C", "H", "H", "H", "C", "H", "H", "H", "C", "H", "H", "H", "C", "H", "H", "H", "C", "H", "H", "H", "C", "C", "C", "C", "C", "C", "C", "C", "H", "H", "H", "H", "H", "H", "H", "H", "H", "H", "H", "H", "P", "P", "C", "C", "H", "H", "H", "H", "C", "H", "H", "H", "C", "H", "H", "H", "C", "H", "H", "H", "C", "H", "H", "H", "O", "N", "O"], "positions_angstrom": [[-0.357590, -0.455280, 0.826073], [1.968346, -0.836274, 2.716480], [0.477685, -1.055823, 2.755587], [1.603267, -3.034961, 2.133728], [2.586324, -1.999779, 2.252529], [0.346153, -2.527688, 2.459503], [2.666858, 0.362420, 3.214355], [1.951708, 1.156556, 3.467580], [3.374500, 0.743037, 2.463685], [3.254689, 0.151432, 4.125752], [4.022796, -2.199101, 1.999451], [4.603623, -1.324655, 2.316824], [4.220693, -2.361688, 0.925711], [4.424258, -3.073978, 2.536120], [1.940944, -4.450159, 1.866389], [2.642365, -4.828607, 2.623164], [2.416473, -4.594642, 0.887624], [1.047178, -5.077970, 1.909521], [-0.876572, -3.318150, 2.675304], [-0.783682, -3.940778, 3.579859], [-1.071924, -3.990660, 1.828957], [-1.751891, -2.672874, 2.802294], [-0.341199, -0.443814, 3.850526], [-0.085976, -0.838947, 4.845888], [-1.399297, -0.637368, 3.647596], [-0.192717, 0.641082, 3.856819], [-0.675914, 3.573509, -2.452997], [-0.895440, 4.302603, -1.342338], [-2.224686, 4.798026, -0.869414], [-3.377438, 3.804701, -1.092181], [-2.998682, 2.343892, -0.920763], [-2.778355, 1.556391, -1.971982], [-2.596932, 2.077800, -3.384054], [-1.683788, 3.305898, -3.556286], [-2.493020, 5.760578, -1.336386], [-3.793753, 3.984863, -2.095329], [-2.149783, 5.014809, 0.206123], [-2.311203, 4.191674, -3.746235], [0.357111, 3.348829, -2.758387], [-0.050917, 4.807297, -0.859236], [-1.106146, 3.145980, -4.481311], [-2.192528, 1.257264, -4.001469], [-2.951309, 0.477103, -1.943973], [-3.577982, 2.317546, -3.840353], [-4.170885, 4.052749, -0.366681], [-3.079580, 1.967743, 0.106914], [0.894814, 0.949513, -0.334693], [-0.996917, -1.636792, -0.999491], [0.231897, 0.712182, -2.023736], [-0.344605, -0.663962, -2.401178], [1.024809, 1.015557, -2.719203], [-0.556338, 1.469358, -2.085285], [-1.168645, -0.549765, -3.119080], [0.431542, -1.278567, -2.877895], [-0.382440, -3.324301, -1.244593], [-0.358410, -3.856972, -0.284509], [0.647347, -3.292557, -1.644457], [-1.058287, -3.843005, -1.944937], [-2.819608, -1.758795, -0.977889], [-3.184027, -2.009542, -1.986870], [-3.252626, -0.814337, -0.620647], [-3.096564, -2.551234, -0.263625], [2.671605, 1.079861, -0.502871], [3.120192, 1.230572, 0.488163], [2.856420, 1.962202, -1.136782], [3.072985, 0.168376, -0.972650], [0.381975, 2.336249, 0.732747], [-0.489570, 2.047332, 1.351574], [0.119149, 3.162169, 0.082745], [1.233152, 2.586108, 1.383279], [3.064994, -3.978272, -1.216872], [2.661651, -2.817202, -1.424729], [3.359727, -1.824763, -1.117496]], "atomic_forces_ev_per_a": [[-0.309, -1.082, 1.133], [-1.058, -0.393, 0.026], [1.362, -1.785, -0.057], [1.382, 0.488, -0.023], [-0.910, -0.926, -0.020], [-0.014, 1.606, 0.638], [-0.125, 0.608, 0.087], [0.285, -0.148, -0.080], [-0.084, -0.090, 0.292], [-0.187, -0.064, -0.328], [0.804, 0.102, 0.003], [-0.065, -0.235, -0.128], [-0.045, 0.005, 0.390], [-0.213, 0.225, -0.169], [-0.186, -0.483, -0.134], [-0.098, 0.110, -0.155], [-0.073, 0.038, 0.280], [0.162, -0.007, -0.048], [-0.564, -0.027, -0.123], [0.047, 0.097, -0.223], [0.062, 0.012, 0.272], [0.136, -0.161, 0.014], [-0.454, 0.493, -0.371], [-0.001, 0.028, -0.280], [0.043, 0.107, 0.342], [-0.125, -0.121, 0.204], [0.261, 1.347, -0.113], [0.299, 0.781, -1.487], [-0.256, -0.009, 0.513], [0.155, 0.261, 0.003], [-0.697, 0.338, 0.100], [-0.917, -0.022, -0.540], [-0.437, -0.469, -0.266], [0.080, -0.049, -0.144], [0.244, -0.237, 0.067], [0.038, -0.323, 0.374], [0.046, -0.015, -0.193], [0.375, -0.188, 0.282], [-0.311, 0.280, 0.391], [-0.021, -0.587, 0.010], [-0.227, 0.199, 0.288], [-0.189, 0.182, 0.202], [0.659, 0.396, 0.360], [0.346, -0.223, 0.250], [0.207, -0.209, -0.343], [-0.115, -0.216, -0.414], [0.582, -0.340, 0.134], [-0.434, -0.398, 0.641], [-0.129, 0.879, -0.278], [0.131, -0.063, -0.124], [-0.223, -0.120, -0.014], [0.174, -0.314, -0.094], [0.319, 0.072, 0.012], [-0.234, 0.089, 0.078], [0.107, -0.137, -0.074], [-0.097, 0.068, -0.316], [-0.930, -0.119, 0.109], [0.376, 0.060, 0.204], [0.061, -0.123, -0.229], [-0.110, 0.065, 0.358], [0.090, -0.436, -0.167], [0.137, 0.192, -0.325], [0.324, 0.078, -0.120], [-0.038, -0.007, -0.426], [0.222, -0.250, 0.195], [-0.163, 0.723, 0.203], [0.040, 0.143, -0.229], [0.310, 0.325, -0.308], [-0.092, 0.290, 0.380], [-0.256, -0.052, -0.234], [-2.504, 3.063, -1.292], [6.072, -1.210, 2.540], [-3.044, -2.117, -1.506]], "mulliken_charge": [0.66, 0.21, 0.96, 1.34, 0.71, 0.23, -1.73, 0.23, 0.38, 0.42, -1.58, 0.44, 0.22, 0.36, -1.65, 0.44, 0.18, 0.44, -1.73, 0.41, 0.41, 0.30, -1.65, 0.37, 0.41, 0.45, -0.25, -0.77, -0.90, -1.03, -0.04, -0.33, -1.22, -0.78, 0.36, 0.30, 0.36, 0.35, 0.74, 0.87, 0.38, 0.10, 0.60, 0.52, 0.44, 0.50, 0.50, 0.67, 1.10, -1.49, 0.95, -1.75, 0.50, 0.67, -0.89, 0.13, 0.40, 0.48, -1.44, 0.49, 0.45, 0.43, -1.17, 0.36, 0.51, 0.25, -0.71, 0.43, -0.59, 0.47, -0.31, 0.51, -0.38]}